This record from the Open Molecules 2025 dataset describes C27H51NO6P2S4Zr as an isolated structure at a distorted geometry. The level of theory is ωB97M-V with the def2-TZVPD basis set.

Positions of all 92 atoms, in Å:
Zr 0.31 -0.27 -0.89
C 3.39 0.05 -3.40
C 2.37 0.73 -4.30
S 0.68 0.19 -3.95
C 0.64 -1.43 -4.74
C -0.64 -2.13 -4.28
S -0.85 -2.33 -2.49
C 0.03 -3.88 -2.15
C 1.55 -3.80 -2.14
S 2.06 -2.72 -0.79
C 3.77 -2.29 -1.19
C 4.08 -0.83 -0.85
S 3.03 0.40 -1.66
H 4.39 0.42 -3.62
H 3.37 -1.02 -3.57
H 2.61 0.56 -5.35
H 2.36 1.81 -4.14
H 1.52 -2.02 -4.50
H 0.60 -1.31 -5.82
H -0.72 -3.12 -4.72
H -1.51 -1.56 -4.60
H -0.31 -4.62 -2.88
H -0.34 -4.20 -1.18
H 1.94 -3.42 -3.08
H 1.96 -4.80 -1.99
H 3.95 -2.51 -2.24
H 4.44 -2.92 -0.61
H 5.11 -0.61 -1.11
H 3.96 -0.65 0.21
C 3.73 2.30 2.44
C 3.11 1.24 3.31
C 3.35 1.42 4.79
O 1.61 1.32 3.14
P 0.81 0.63 2.02
O 1.59 -0.15 0.99
C -0.37 -0.49 2.81
P -1.53 -1.25 1.65
O -0.74 -1.69 0.44
O -2.57 -0.13 1.38
C -4.02 -0.30 1.05
C -4.22 0.17 -0.38
C -4.79 0.47 2.09
O -2.28 -2.41 2.34
C -2.03 -3.86 2.08
C -0.73 -4.25 2.75
C -3.24 -4.58 2.62
O 0.01 1.64 1.15
C -0.71 2.92 1.46
C -1.45 2.80 2.76
C 0.30 4.04 1.43
H 4.81 2.24 2.53
H 3.42 3.30 2.76
H 3.46 2.17 1.39
H 3.39 0.24 2.98
H 2.99 2.39 5.12
H 4.42 1.37 4.98
H 2.87 0.63 5.37
H -0.92 0.02 3.60
H 0.23 -1.29 3.26
H -4.22 -1.37 1.15
H -4.87 1.05 -0.42
H -4.68 -0.61 -0.99
H -3.26 0.43 -0.83
H -4.56 1.54 2.03
H -4.58 0.11 3.09
H -5.86 0.35 1.89
H -1.97 -3.96 1.00
H -0.78 -4.05 3.82
H 0.12 -3.72 2.31
H -0.55 -5.32 2.61
H -3.34 -4.43 3.69
H -3.13 -5.65 2.44
H -4.15 -4.25 2.13
H -1.39 2.98 0.61
H -0.76 2.72 3.61
H -2.14 1.96 2.76
H -2.03 3.71 2.92
H 0.99 3.98 2.28
H -0.23 4.99 1.49
H 0.87 4.03 0.49
N -0.86 0.99 -1.55
C -1.01 2.28 -2.04
C 0.09 3.15 -2.11
C -0.05 4.44 -2.59
C -1.29 4.90 -3.03
C -2.38 4.05 -2.97
C -2.25 2.75 -2.49
H 1.06 2.81 -1.76
H 0.82 5.09 -2.64
H -1.39 5.90 -3.41
H -3.35 4.39 -3.31
H -3.11 2.09 -2.46

Values from the calculation:
- LUMO (eV) = -4.6
- F_max (Eh/bohr) = 0.0427
- net charge = +2
- orbital gap (eV) = 7.5

This record from the Open Molecules 2025 dataset describes C19H16F3HfN7O7S2 as an isolated structure. The level of theory is ωB97M-V with the def2-TZVPD basis set.

Positions of all 55 atoms, in Å:
Hf -0.17 0.66 1.14
N -2.57 1.74 4.71
C -2.20 1.70 3.43
S -0.67 2.42 2.99
N -3.06 1.20 2.57
N -2.52 1.17 1.33
C -3.28 1.25 0.32
C -2.63 1.44 -0.97
C -3.36 1.61 -2.14
C -2.71 1.94 -3.31
C -1.34 2.13 -3.27
C -0.67 1.92 -2.07
N -1.28 1.55 -0.94
H -1.88 1.96 5.40
H -3.39 1.21 4.98
H -4.36 1.31 0.42
H -4.44 1.49 -2.10
H -3.26 2.08 -4.22
H -0.78 2.42 -4.15
H 0.40 2.04 -2.02
O -2.12 -2.45 3.20
C -1.60 -1.74 2.38
O -0.92 -0.65 2.59
C -1.70 -2.08 0.90
C -2.30 -3.25 0.48
C -2.33 -3.52 -0.87
C -1.77 -2.61 -1.75
C -1.21 -1.45 -1.25
N -1.18 -1.18 0.06
H -2.70 -3.91 1.23
H -2.78 -4.43 -1.24
H -1.76 -2.79 -2.82
H -0.74 -0.74 -1.91
F 4.46 -0.25 3.05
C 3.80 -0.94 2.13
F 4.02 -0.36 0.94
F 4.30 -2.18 2.08
S 2.01 -1.01 2.53
O 1.98 -1.64 3.80
O 1.38 -1.66 1.39
O 1.63 0.44 2.50
C 4.07 -1.02 -2.65
N 3.31 -0.05 -1.88
C 3.80 1.18 -1.62
C 3.16 2.07 -0.84
C 1.93 1.63 -0.27
O 1.21 2.33 0.51
N 1.42 0.41 -0.55
C 2.08 -0.49 -1.35
O 1.66 -1.59 -1.65
H 4.86 -0.50 -3.19
H 3.41 -1.53 -3.36
H 4.51 -1.77 -1.99
H 4.75 1.41 -2.08
H 3.56 3.05 -0.62

Values from the calculation:
- LUMO (eV) = -1.0
- F_max (Eh/bohr) = 0.0097
- energy relative to the best compared isomer or geometry (same formula, charge and spin) (eV) = 0.124
- orbital gap (eV) = 7.2

This record from the Open Molecules 2025 dataset describes one molecule with the formula C23H23FN2O5 at a distorted geometry. The level of theory is ωB97M-V with the def2-TZVPD basis set.

Positions of all 54 atoms, in Å:
C 2.51 -0.74 3.25
C 1.85 -0.48 2.12
C 0.37 -0.42 2.12
C -0.43 -1.46 2.60
F 0.16 -2.57 3.07
C -1.82 -1.39 2.62
O -2.50 -2.49 3.10
C -3.03 -3.30 2.03
C -1.97 -4.12 1.30
C -2.62 -5.39 0.71
O -1.42 -3.35 0.22
C -2.49 -0.25 2.17
C -3.99 -0.12 2.19
C -1.69 0.77 1.68
C -0.31 0.69 1.63
C 0.21 1.94 1.02
O 1.35 2.31 0.98
N -0.91 2.64 0.47
C -1.14 2.39 -0.99
C 0.11 2.63 -1.83
C 0.30 1.56 -2.89
O -0.27 0.51 -2.87
N 1.21 1.85 -3.98
C 2.56 2.02 -3.60
C 3.43 2.66 -4.49
C 4.77 2.84 -4.15
C 5.28 2.40 -2.94
C 4.42 1.73 -2.07
C 3.08 1.54 -2.41
C -2.07 2.11 1.14
O -3.11 2.66 1.22
H 3.48 -0.30 3.44
H 2.10 -1.37 4.02
H 2.39 -0.34 1.19
H -3.60 -2.71 1.32
H -3.69 -4.01 2.52
H -1.20 -4.40 2.01
H -2.12 -6.28 1.09
H -2.45 -5.38 -0.36
H -3.69 -5.43 0.86
H -0.47 -3.50 0.23
H -4.32 0.31 1.25
H -4.28 0.54 3.00
H -4.47 -1.08 2.34
H -1.56 1.40 -1.13
H -1.90 3.10 -1.30
H -0.03 3.56 -2.38
H 1.02 2.76 -1.25
H 0.86 2.66 -4.49
H 3.09 3.05 -5.44
H 5.43 3.35 -4.84
H 6.31 2.54 -2.67
H 4.81 1.37 -1.13
H 2.47 1.02 -1.68

Values from the calculation:
- LUMO (eV) = -0.2
- F_max (Eh/bohr) = 0.0233
- energy relative to the best compared isomer or geometry (same formula, charge and spin) (eV) = 3.898
- orbital gap (eV) = 8.3
- SMILES = C=Cc1c(F)c(OC[C@@H](C)O)c(C)c2c1C(=O)N(CCC(=O)Nc1ccccc1)C2=O

This record from the Open Molecules 2025 dataset describes an isolated ion of composition C5H8N and charge +1 at a distorted geometry. The level of theory is ωB97M-V with the def2-TZVPD basis set.

Positions of all 14 atoms, in Å:
C 0.69 -0.41 1.46
C 1.32 -1.17 2.31
C -1.48 1.03 0.20
C -0.12 0.35 0.79
C -0.68 0.02 -0.60
N -0.01 0.40 -1.91
H 2.34 -0.93 2.56
H 0.87 -2.10 2.65
H -2.44 0.64 0.52
H -1.65 2.34 0.24
H -1.24 -0.88 -0.67
H -0.06 1.49 -2.14
H -0.27 -0.33 -2.60
H 1.10 0.29 -1.70

Values from the calculation:
- LUMO (alpha / beta) (eV) = -3.9 / -6.6
- F_max (Eh/bohr) = 0.1988
- 2S+1 = 3
- net charge = +1
- energy relative to the best compared isomer or geometry (same formula, charge and spin) (eV) = 6.071
- orbital gap (alpha / beta) (eV) = 5.3 / 7.2

This record from the Open Molecules 2025 dataset describes an isolated ion of composition C2H7N2O and charge +1 at a distorted geometry. The level of theory is ωB97M-V with the def2-TZVPD basis set.

Positions of all 12 atoms, in Å:
N -1.35 1.53 -0.67
O -0.15 0.76 -0.59
C -0.63 -0.43 0.00
C 0.51 -1.14 0.58
N 1.70 -0.74 0.36
H -1.53 1.61 -1.68
H -1.18 2.44 -0.17
H -1.34 -0.92 -0.74
H -1.11 -0.09 0.96
H 0.48 -1.88 1.41
H 2.07 0.00 -0.34
H 2.53 -1.13 0.89

Values from the calculation:
- LUMO (eV) = -5.0
- F_max (Eh/bohr) = 0.0702
- net charge = +1
- energy relative to the best compared isomer or geometry (same formula, charge and spin) (eV) = 3.554
- orbital gap (eV) = 9.2
- SMILES = NOCC=[NH2+]

This record from the Open Molecules 2025 dataset describes C10H14N2SSi as an isolated structure at a distorted geometry. The level of theory is ωB97M-V with the def2-TZVPD basis set.

Positions of all 28 atoms, in Å:
C -4.10 1.05 0.18
C -2.92 1.86 0.20
C -4.00 -0.32 0.00
C -1.64 1.33 -0.03
C -2.75 -0.85 -0.23
C -1.61 -0.05 -0.24
C -1.09 -2.47 -0.09
C 2.36 -1.79 -1.08
C 1.45 -0.30 1.81
C 1.87 1.25 -0.85
N -2.39 -2.19 -0.31
N -0.48 -0.76 -0.43
Si 1.28 -0.46 -0.13
S -0.41 -3.81 0.31
H -5.17 1.45 0.45
H -3.02 2.99 0.26
H -4.77 -1.18 0.06
H -0.70 1.86 0.08
H 2.80 -2.42 -0.37
H 1.86 -2.10 -1.96
H 3.14 -1.17 -1.45
H 1.28 -1.32 2.20
H 2.43 0.10 2.17
H 0.67 0.41 2.10
H 1.19 1.44 -1.65
H 1.80 1.99 -0.06
H 2.79 1.39 -1.37
H -3.13 -2.92 -0.13

Values from the calculation:
- LUMO (eV) = 0.5
- F_max (Eh/bohr) = 0.1040
- energy relative to the best compared isomer or geometry (same formula, charge and spin) (eV) = 0.000
- orbital gap (eV) = 8.2